w.
Here is C32H31AsBiF3IOSTe as an isolated structure from the OMol25 dataset. Energies are from the ωB97M-V functional and the def2-TZVPD basis.

lowest unoccupied orbital energy: -0.130 Eh
highest occupied orbital energy: -10.7 eV
net charge: +1

Each line ends with the Löwdin charge.
Geometry (Å):
1 Bi -0.1755 -0.0872 -0.3363  0.9313
2 I -0.1648 -0.3164 2.4746  0.2720
3 O 2.4551 0.5777 0.0734  -0.7443
4 S 3.3043 -0.0312 1.1643  0.9367
5 C 4.9901 0.1861 0.6137  -0.3783
6 C 6.0074 0.0812 1.5493  -0.0789
7 C 7.3205 0.2441 1.1341  -0.0636
8 C 7.5965 0.5234 -0.1972  -0.0635
9 C 6.5650 0.6422 -1.1199  -0.0602
10 C 5.2496 0.4739 -0.7170  -0.0703
11 C 3.1560 -1.8018 0.9358  -0.4054
12 C 3.2821 -2.6253 2.0423  -0.0852
13 C 3.1922 -4.0008 1.8735  -0.0628
14 C 2.9625 -4.5297 0.6119  -0.0738
15 C 2.8133 -3.6909 -0.4874  -0.0648
16 C 2.9120 -2.3179 -0.3303  -0.0911
17 H 5.7815 -0.1254 2.5890  0.1130
18 H 8.1259 0.1605 1.8513  0.1124
19 H 8.6212 0.6592 -0.5165  0.1115
20 H 6.7879 0.8672 -2.1543  0.1116
21 H 4.4263 0.5752 -1.4122  0.1061
22 H 3.4452 -2.1990 3.0250  0.1150
23 H 3.2968 -4.6563 2.7279  0.1144
24 H 2.8939 -5.6021 0.4822  0.1132
25 H 2.6337 -4.1113 -1.4687  0.1141
26 H 2.8198 -1.6457 -1.1750  0.1057
27 C -1.6592 3.2420 1.1260  -0.2796
28 As -0.1028 2.6952 0.1189  0.9361
29 C 1.4101 3.3128 1.1444  -0.2819
30 C -0.1266 3.8286 -1.4519  -0.2706
31 H -1.6447 4.3194 1.2842  0.0423
32 H -1.6554 2.7255 2.0842  0.0155
33 H -2.5459 2.9497 0.5682  0.0097
34 H 1.2900 4.3725 1.3668  0.0435
35 H 2.3102 3.1414 0.5603  0.0243
36 H 1.4669 2.7439 2.0707  0.0195
37 H -0.1166 4.8731 -1.1434  0.0402
38 H -1.0261 3.6284 -2.0307  0.0346
39 H 0.7508 3.6218 -2.0615  0.0341
40 C -0.7568 -4.3885 0.9358  -0.4234
41 Te -1.6578 -3.0464 -0.4677  1.2109
42 C -3.0891 -2.7523 1.0968  -0.4170
43 C -3.0191 -4.0075 1.9256  -0.2907
44 C -4.0615 -4.3735 2.7691  -0.0325
45 C -3.9726 -5.5277 3.5319  -0.0711
46 C -2.8402 -6.3255 3.4520  -0.0723
47 C -1.7988 -5.9665 2.6103  -0.0363
48 C -1.8813 -4.8089 1.8461  -0.2952
49 H 0.0208 -3.8479 1.4758  0.0412
50 H -0.3022 -5.2282 0.4148  0.0570
51 H -4.0746 -2.5827 0.6690  0.0521
52 H -2.7936 -1.8670 1.6592  0.0136
53 H -4.9492 -3.7543 2.8228  0.1182
54 H -4.7924 -5.8111 4.1785  0.1079
55 H -2.7735 -7.2336 4.0363  0.1075
56 H -0.9195 -6.5960 2.5392  0.1158
57 F -9.8195 1.4281 -0.3391  0.1461
58 C -9.2635 0.3228 -0.8502  -0.5907
59 F -9.6840 0.2086 -2.1212  0.1502
60 F -9.7641 -0.7288 -0.1777  0.1491
61 C -7.7615 0.3484 -0.7726  -0.1087
62 C -7.0951 1.4010 -0.1663  0.0088
63 C -5.7112 1.3929 -0.1085  -0.0076
64 C -4.9925 0.3307 -0.6550  -0.2429
65 C -5.6767 -0.7263 -1.2636  -0.0135
66 C -7.0562 -0.7156 -1.3213  0.0060
67 C -3.5628 0.3049 -0.5955  -0.1349
68 C -2.3541 0.2255 -0.5409  -0.4201
69 H -7.6528 2.2250 0.2553  0.1251
70 H -5.1851 2.2128 0.3614  0.1138
71 H -5.1184 -1.5444 -1.7000  0.1193
72 H -7.5880 -1.5292 -1.7973  0.1320

=====

x.
Here is C32H31AsBiF3IOSTe as an isolated structure from the OMol25 dataset. Energies are from the ωB97M-V functional and the def2-TZVPD basis.

lowest unoccupied orbital energy: -0.107 Eh
highest occupied orbital energy: -10.8 eV
net charge: +1

Each line ends with the Löwdin charge.
Geometry (Å):
1 Bi 2.0941 0.6175 0.7038  0.9877
2 I 3.9151 2.3617 -0.6367  0.1281
3 O 0.5576 -1.3391 1.4854  -0.7266
4 S -0.7510 -1.9840 1.8903  1.0504
5 C -1.1643 -3.0772 0.5392  -0.3830
6 C -2.2255 -3.9578 0.6967  -0.0700
7 C -2.5448 -4.8128 -0.3453  -0.0578
8 C -1.7990 -4.7894 -1.5184  -0.0605
9 C -0.7335 -3.9115 -1.6548  -0.0665
10 C -0.4079 -3.0440 -0.6196  -0.0867
11 C -2.0625 -0.7898 1.6881  -0.3795
12 C -2.8122 -0.4677 2.8094  -0.0814
13 C -3.8648 0.4323 2.6842  -0.0674
14 C -4.1465 0.9984 1.4504  -0.0661
15 C -3.3798 0.6755 0.3329  -0.0587
16 C -2.3363 -0.2256 0.4474  -0.0669
17 H -2.7961 -3.9750 1.6179  0.1185
18 H -3.3693 -5.5047 -0.2402  0.1138
19 H -2.0464 -5.4661 -2.3253  0.1124
20 H -0.1515 -3.9010 -2.5674  0.1151
21 H 0.4110 -2.3413 -0.7080  0.0728
22 H -2.5859 -0.9228 3.7660  0.1117
23 H -4.4645 0.6833 3.5485  0.1139
24 H -4.9721 1.6912 1.3532  0.1142
25 H -3.6106 1.1106 -0.6316  0.1144
26 H -1.7448 -0.4999 -0.4141  0.0830
27 C -0.1090 3.8510 -0.4633  -0.2866
28 As 0.5900 3.1096 1.1800  0.9419
29 C -0.9589 3.0651 2.3449  -0.2766
30 C 1.6265 4.5685 1.9200  -0.2982
31 H -0.5719 4.8175 -0.2669  0.0408
32 H -0.8414 3.1596 -0.8764  0.0169
33 H 0.7107 3.9652 -1.1708  0.0234
34 H -1.4557 4.0348 2.3350  0.0422
35 H -0.6384 2.8336 3.3595  0.0359
36 H -1.6500 2.2971 2.0038  -0.0039
37 H 1.0067 5.4620 1.9846  0.0392
38 H 2.4847 4.7556 1.2781  0.0023
39 H 1.9777 4.2958 2.9137  0.0334
40 C 5.4562 -1.1512 0.4994  -0.4199
41 Te 3.6950 -1.9559 -0.4145  1.2596
42 C 3.3889 -2.7344 1.5586  -0.4085
43 C 4.0071 -1.6897 2.4520  -0.3550
44 C 3.5697 -1.4762 3.7529  -0.0406
45 C 4.1434 -0.4739 4.5242  -0.0714
46 C 5.1560 0.3155 3.9974  -0.0690
47 C 5.6007 0.1035 2.6993  -0.0387
48 C 5.0304 -0.8973 1.9229  -0.3546
49 H 5.7623 -0.2463 -0.0191  0.0216
50 H 6.2423 -1.9020 0.4222  0.0680
51 H 3.8961 -3.6967 1.6228  0.0694
52 H 2.3249 -2.8637 1.7350  0.0304
53 H 2.7733 -2.0881 4.1591  0.1203
54 H 3.7957 -0.3070 5.5351  0.1078
55 H 5.5984 1.1014 4.5950  0.1091
56 H 6.3820 0.7271 2.2831  0.1212
57 F -3.5133 1.9416 -7.0759  0.1470
58 C -3.6544 0.8451 -6.3213  -0.5894
59 F -3.5576 -0.2221 -7.1312  0.1500
60 F -4.9088 0.8507 -5.8322  0.1464
61 C -2.6419 0.7803 -5.2088  -0.1098
62 C -1.7611 1.8262 -4.9840  0.0102
63 C -0.8511 1.7441 -3.9426  -0.0065
64 C -0.8214 0.6147 -3.1252  -0.2394
65 C -1.7085 -0.4383 -3.3667  -0.0130
66 C -2.6165 -0.3523 -4.4045  0.0059
67 C 0.0972 0.5540 -2.0248  -0.1265
68 C 0.8527 0.5542 -1.0805  -0.3792
69 H -1.7827 2.6984 -5.6216  0.1256
70 H -0.1528 2.5501 -3.7616  0.1208
71 H -1.6780 -1.3220 -2.7424  0.1016
72 H -3.3035 -1.1664 -4.5962  0.1310

=====

Short version: x, w, most stable first.

=====

w.
Here is a 2-piece molecular cluster, C10H13O2 overall from the OMol25 dataset. Energies are from the ωB97M-V functional and the def2-TZVPD basis.

lowest unoccupied orbital energy: 0.127 Eh
highest occupied orbital energy: -3.5 eV
net charge: -1

Each line ends with the Löwdin charge.
Geometry (Å):
1 C -1.3435 1.8899 -1.0661  -0.1615
2 C -2.3291 0.6476 -1.1949  -0.1144
3 C -0.0574 1.5917 -1.8407  -0.7849
4 O -0.2974 1.3491 -3.0686  -0.1272
5 O 1.0912 1.6571 -1.3920  -0.0749
6 H -2.0370 2.8595 -1.1534  0.1282
7 H -0.8674 1.9178 -0.0031  0.0847
8 H -3.3576 0.7558 -0.8391  0.0625
9 H -1.8881 -0.3274 -0.9679  0.0467
10 H -2.5313 0.6641 -2.1226  -0.0332
11 C 1.1552 0.9292 2.4646  -0.0687
12 C 1.5990 -1.4673 1.6332  -0.0730
13 C 0.6774 -0.3939 1.9873  -0.2711
14 C 1.4783 -2.2783 0.5627  -0.0857
15 C -0.5499 -0.6803 1.5150  -0.0984
16 C 0.1185 -2.5622 0.0895  -0.0757
17 C -0.8575 -1.7637 0.6455  -0.1587
18 H 2.5083 -1.4678 2.2698  0.1092
19 H 2.3014 -2.7319 0.0205  0.0948
20 H 1.9073 1.0366 3.2774  0.0767
21 H 0.3723 1.5714 2.8287  0.0591
22 H -1.5170 -0.1022 1.8551  0.1476
23 H -0.2084 -3.2931 -0.7247  0.1169
24 H -1.9330 -2.0624 0.7296  0.1121
25 H 1.5544 1.6544 1.7367  0.0888

=====

x.
Here is a 2-piece molecular cluster, C10H13O2 overall from the OMol25 dataset. Energies are from the ωB97M-V functional and the def2-TZVPD basis.

lowest unoccupied orbital energy: 0.115 Eh
highest occupied orbital energy: -4.1 eV
net charge: -1

Each line ends with the Löwdin charge.
Geometry (Å):
1 C -0.8119 -0.2586 2.6263  -0.2044
2 C -0.9544 0.6176 3.8730  -0.1292
3 C 0.0960 -1.5094 2.7486  -0.7679
4 O 0.5458 -1.7533 3.8887  -0.0859
5 O 0.2774 -2.0942 1.6593  -0.1000
6 H -1.7670 -0.7208 2.3957  0.0891
7 H -0.5273 0.3064 1.7313  0.0732
8 H -0.9822 1.6719 3.5761  0.0497
9 H -0.1202 0.3954 4.5351  0.0557
10 H -1.9131 0.4293 4.3494  0.0514
11 C 2.3080 1.7256 -1.8282  -0.0591
12 C 0.3141 0.3284 -1.1943  -0.0386
13 C 0.9586 1.1307 -2.1251  -0.2823
14 C -0.9504 -0.1676 -1.4709  -0.0712
15 C -1.5622 0.0287 -2.7070  -0.1005
16 C 0.4102 1.2191 -3.3994  -0.0769
17 C -0.8438 0.6948 -3.6844  -0.1138
18 H 0.7210 0.0825 -0.2240  0.1054
19 H -1.4402 -0.7158 -0.6769  0.1040
20 H 2.2809 2.4148 -0.9890  0.0752
21 H 2.7468 2.2276 -2.6866  0.0640
22 H -2.5722 -0.3263 -2.8359  0.0912
23 H 0.9095 1.8202 -4.1485  0.0974
24 H -1.2018 0.7769 -4.7052  0.0912
25 H 3.0068 0.9344 -1.5429  0.0824

=====

y.
Here is a 2-piece molecular cluster, C10H13O2 overall from the OMol25 dataset. Energies are from the ωB97M-V functional and the def2-TZVPD basis.

lowest unoccupied orbital energy: 0.137 Eh
highest occupied orbital energy: -1.9 eV
net charge: -1

Each line ends with the Löwdin charge.
Geometry (Å):
1 C 0.1065 1.3161 0.7981  -0.3504
2 C -0.4406 2.0973 1.7599  -0.0070
3 C -3.2990 -0.0615 0.1218  -0.5293
4 C 1.1961 1.8765 -0.1163  -0.1562
5 C 1.0261 1.0321 -1.4157  -0.1809
6 C -0.0330 -0.0028 -1.1560  -0.2269
7 C -0.4777 0.1315 0.2489  -0.2013
8 C 0.2004 -1.1358 -0.0958  -0.4298
9 C -0.7266 -2.3222 -0.3305  -0.0607
10 C 1.6205 -1.4311 0.3939  -0.0544
11 O -3.5714 0.4762 -0.8488  0.1593
12 O -3.4508 -0.5493 1.1621  0.1377
13 H -1.1718 1.6475 2.3723  0.0075
14 H -0.0315 3.0410 2.2381  0.0468
15 H 1.1552 2.9608 -0.3788  0.1044
16 H 2.1330 1.5311 0.4257  0.1001
17 H 0.8231 1.6556 -2.1923  0.0498
18 H 2.0723 0.5843 -1.6252  0.1129
19 H -0.6898 -0.1934 -2.0351  0.1241
20 H -0.3890 -3.0205 -1.1726  0.0902
21 H -1.6786 -2.0354 -0.3499  -0.0040
22 H -0.5652 -3.1317 0.4283  0.0725
23 H 2.4264 -1.8606 -0.2668  0.0715
24 H 1.6799 -2.1264 1.2199  0.0482
25 H 2.0855 -0.4795 0.8148  0.0758

=====

Short version: x, w, y, most stable first.